Record 1
The following is a DFT calculation (ωB97M-V/def2-TZVPD) of a molecular structure, O4PRb9 at a distorted geometry.

```
14
Properties=species:S:1:pos:R:3:forces:R:3
Rb -4.597992 5.086850 -1.446764 -0.2354 0.0109 0.0786
Rb 1.378158 4.577100 -3.986434 0.0540 0.0542 -0.1057
Rb -4.825192 -0.993850 4.141336 0.0786 0.1042 -0.0374
Rb 1.103358 -1.377730 -4.835814 -0.0521 0.0644 0.2955
Rb 6.651878 0.215090 0.748536 0.2161 -0.0706 -0.0450
Rb 1.788388 -2.224920 5.615276 -0.1478 0.0760 0.0155
Rb 1.812378 -6.292550 -0.766004 -0.0012 -0.1275 0.0724
Rb 2.734998 4.846650 2.255626 -0.2050 -0.0307 0.1738
Rb -4.235132 -3.665680 -2.888214 -0.1181 0.0710 0.1016
P -0.360932 0.017990 0.245726 0.2077 -0.7857 2.4242
O 1.074888 0.430620 -0.225924 0.2027 0.7778 -0.1299
O -0.496922 0.255230 1.876896 0.2062 -0.4129 -2.8484
O -0.511082 -1.477110 -0.171314 0.4796 -1.6650 0.3103
O -1.516792 0.602310 -0.562934 -0.6851 1.9340 -0.3055
```
Forces are in eV/Å.

Computed properties:
Net charge ... +6
HOMO-LUMO gap ... 2.534 eV
LUMO ... -12.0 eV

Record 2
The following is a DFT calculation (ωB97M-V/def2-TZVPD) of a gas-phase ion, C2H4NO2 (charge -1) at a distorted geometry.

```
9
Properties=species:S:1:pos:R:3:forces:R:3
O -1.442293 1.099259 0.149241 2.2946 -1.0631 -0.5523
C -0.609453 0.137477 0.117594 -3.5710 -2.4888 1.1614
O -0.755206 -0.966780 0.850735 1.2012 2.9050 -1.6446
C 0.540551 -0.003239 -0.904516 2.4657 1.8896 -1.5197
N 1.895599 -0.101207 -0.080540 -3.3992 -1.4807 0.6660
H 0.467426 -0.855330 -1.675419 -0.3097 0.9936 1.5651
H 0.789018 0.925961 -1.536493 -1.2290 -1.0456 0.8076
H 2.160112 -1.077601 -0.366134 -0.0501 1.0660 1.3475
H 1.307657 -0.149840 0.863555 2.5975 -0.7762 -1.8311
```
Forces are in eV/Å.

Computed properties:
SMILES ... NCC(=O)[O-]
Net charge ... -1
HOMO-LUMO gap ... 8.581 eV
LUMO ... 4.6 eV

Record 3
The following is a DFT calculation (ωB97M-V/def2-TZVPD) of a single C4H5NO molecule.

```
11
Properties=species:S:1:pos:R:3:forces:R:3
O 1.529588 0.741658 1.377426 -0.0064 -0.6209 0.6041
C 0.665946 0.038796 0.885901 0.1354 0.1206 0.2381
C 0.798052 -0.748156 -0.397491 0.1462 -0.0190 -0.0781
C -0.222947 0.352033 -0.716924 -0.0047 0.1237 -0.4727
N -1.534326 -0.044074 -0.340255 0.0425 -0.1426 -0.0496
C -0.746628 0.465237 0.760405 0.0802 0.3079 0.3593
H 1.784310 -0.699740 -0.849251 -0.0843 0.0893 0.0767
H 0.348797 -1.743202 -0.465290 0.1282 0.2447 0.0236
H 0.109845 1.310722 -1.097253 -0.6052 -0.1878 -0.7229
H -1.637203 -1.055027 -0.378909 0.0243 0.1273 0.0563
H -1.095438 1.381750 1.221641 0.1436 -0.0432 -0.0348
```
Forces are in eV/Å.

Computed properties:
HOMO-LUMO gap ... 10.281 eV
LUMO ... 1.0 eV

Record 4
The following is a DFT calculation (ωB97M-V/def2-TZVPD) of 2 unconnected molecules or ions with the total composition C3H5NO2 at a distorted geometry.

```
11
Properties=species:S:1:pos:R:3:forces:R:3
C -1.521201 0.002695 -0.049139 -0.8051 0.2031 -0.9275
C -0.131525 0.276089 -0.084691 1.9842 -3.4437 -0.9197
C 1.184649 0.511660 -0.810959 -3.2481 5.0320 2.2675
N -0.897402 0.661778 0.998425 1.5563 0.1994 1.3968
O -2.573758 -0.333367 -0.452342 -0.2527 -0.2963 0.0642
O 0.385580 -1.837113 0.268548 0.1948 2.8779 -1.5848
H 1.935025 0.374693 -0.119106 1.7894 -0.3482 1.3834
H 1.159525 1.636156 -1.106477 0.2051 -1.6503 0.3656
H 1.313684 -0.038865 -1.637550 0.0348 -2.2664 -2.7931
H -0.653652 0.532784 2.000397 -0.4562 0.2257 -0.7758
H -0.200922 -1.786514 0.992897 -1.0026 -0.5329 1.5235
```
Forces are in eV/Å.

Computed properties:
HOMO-LUMO gap (spin up / spin down) ... 9.037 / 9.036 eV
LUMO (spin up / spin down) ... -0.5 / -0.5 eV

Record 5
The following is a DFT calculation (ωB97M-V/def2-TZVPD) of a single C4H9NOS2 molecule at a distorted geometry.

```
17
Properties=species:S:1:pos:R:3:forces:R:3
S 3.515129 2.076697 1.234783 -0.1948 -0.0165 0.0422
S 1.891441 0.974992 1.864923 0.2619 0.1382 0.1262
C 1.379350 0.115561 0.368222 -0.2458 -0.6275 -0.8205
C 0.095151 0.635087 -0.280234 0.0576 0.2121 0.4011
N -1.093941 0.285347 0.471680 0.8075 0.5855 -0.4298
C -2.006714 -0.661639 0.138319 -0.2717 -0.2598 0.3172
C -1.939143 -1.257358 -1.240995 -0.1530 -0.2367 -0.5122
O -2.873749 -0.996985 0.917380 -0.3122 -0.0179 0.2843
H 4.471137 1.158309 1.453906 -0.0224 -0.0127 0.0201
H 1.242337 -0.948455 0.599611 0.0186 0.1829 0.1597
H 2.169180 0.153483 -0.382905 0.1968 0.1719 0.2424
H 0.015710 0.226790 -1.270983 -0.0138 -0.2811 -0.4052
H 0.166519 1.717217 -0.409423 -0.0616 0.0586 0.1110
H -1.175019 0.753967 1.358014 -0.3972 -0.2702 0.2301
H -2.833618 -1.848948 -1.429588 0.0217 0.0120 0.3425
H -1.080313 -1.913440 -1.405167 0.0701 0.2153 0.1045
H -1.943457 -0.470625 -1.987543 0.2385 0.1460 -0.2138
```
Forces are in eV/Å.

Computed properties:
SMILES ... CC(=O)NCCSS
HOMO-LUMO gap ... 9.766 eV
LUMO ... 0.4 eV

Record 6
The following is a DFT calculation (ωB97M-V/def2-TZVPD) of a single C2H10B2N2 molecule at a distorted geometry.

```
16
Properties=species:S:1:pos:R:3:forces:R:3
B 0.309942 -2.823306 0.813051 2.3754 -2.0964 1.5665
B -1.252949 2.624422 -0.367371 4.3347 -1.3510 -0.8343
C 0.189256 -0.373068 0.408502 -1.8530 1.2707 0.4724
C 0.260968 0.473374 -0.858936 -2.0593 -0.2557 0.2518
N 0.832540 -1.674849 0.330076 -2.7415 2.2242 0.6399
N 0.090920 1.851755 -0.547512 -1.6379 4.8318 1.6527
H 1.183929 -3.667024 1.040546 -0.6566 0.0369 -0.7557
H -0.639802 -2.982301 1.411761 -1.8322 0.1729 0.1201
H -1.066588 3.698981 0.080001 -0.0450 0.2518 0.2600
H -2.314658 2.350133 -0.791868 -0.1144 -0.7642 -0.0101
H -0.903657 -0.482211 0.579113 0.4961 -0.7382 -0.2013
H 0.312591 0.383134 1.262382 1.3210 -1.5340 -0.6032
H 1.094544 0.262139 -1.436335 2.1263 -0.1543 -0.9036
H -0.573754 0.195940 -1.526610 0.1718 0.0298 0.2484
H 1.768218 -1.684278 0.137173 2.7109 0.2916 -0.7352
H 0.958669 2.442088 -0.160052 -2.5961 -2.2159 -1.1682
```
Forces are in eV/Å.

Computed properties:
SMILES ... BNCCNB
HOMO-LUMO gap ... 10.453 eV
LUMO ... 0.7 eV

What are the total energy values for these records? In order: -856.98977; -283.85777; -285.30491; -322.37459; -1084.19626; -241.38480 Eh.
What are the relative energy (zero: lowest compared OMol25 entry of this formula, charge and spin) values for these records? In order: 0.00; 33.41; 68.82; 125.34; 0.00; 37.75 kcal per mole.